Entry 1:
# C22H13Cl2N4O2ReS3Sb

C22H13Cl2N4O2ReS3Sb as an isolated structure (ωB97M-V/def2-TZVPD, OMol25).

Last column: natural (NBO) charge in e.
Element x y z (Å)
Re -0.1753 -0.2684 -0.1212  0.99
O 1.1024 6.6423 -0.5327  -0.74
C 0.2398 6.1478 0.2123  0.73
O -0.5257 6.6677 1.0413  -0.74
C 0.1080 4.6082 0.1006  -0.02
C -0.7457 3.9060 0.9398  -0.18
C -0.7701 2.5264 0.8947  0.18
N -0.0293 1.8415 0.0042  -0.45
C 0.8991 2.4994 -0.7146  0.18
C 0.9648 3.8787 -0.7113  -0.18
C 1.9443 1.6067 -1.2140  0.21
C 2.9934 2.0101 -2.0337  -0.21
C 3.9872 1.1055 -2.3313  -0.15
C 3.9105 -0.1799 -1.8024  -0.25
C 2.8343 -0.5154 -1.0152  0.08
N 1.8675 0.3620 -0.7082  -0.44
C -1.3240 1.6566 1.9321  0.21
C -2.1840 2.0855 2.9375  -0.21
C -2.5375 1.1995 3.9301  -0.15
C -2.0228 -0.0930 3.8952  -0.25
C -1.1929 -0.4543 2.8597  0.08
N -0.8313 0.4048 1.8956  -0.44
H -1.3145 4.4787 1.6597  0.26
H 1.7132 4.4306 -1.2636  0.26
H 3.0069 3.0155 -2.4272  0.24
H 4.8108 1.3898 -2.9722  0.22
H 4.6679 -0.9218 -2.0108  0.22
H 2.7101 -1.5125 -0.6166  0.21
H -2.5658 3.0956 2.9180  0.24
H -3.2112 1.5040 4.7195  0.22
H -2.2747 -0.8213 4.6530  0.22
H -0.8039 -1.4585 2.7705  0.21
S -3.0760 1.7506 -3.1411  -0.88
Sb -2.6850 -0.4280 -2.7081  0.87
S -0.1877 -0.4157 -2.4302  -0.51
S -2.4901 -0.3863 -0.2055  -0.52
Cl -0.5491 -4.5266 -0.1543  0.04
C 0.6177 -4.1237 1.0549  -0.04
C 1.1846 -5.1379 1.8035  -0.24
C 2.1229 -4.8267 2.7795  -0.20
C 2.4866 -3.5095 2.9994  -0.24
C 1.9114 -2.4989 2.2433  -0.06
Cl 2.3986 -0.8649 2.5500  0.03
C 0.9619 -2.7717 1.2518  0.12
N 0.3675 -1.8151 0.4790  -0.55
H 0.8861 -6.1591 1.6157  0.23
H 2.5726 -5.6145 3.3683  0.22
H 3.2150 -3.2480 3.7537  0.23

Computed properties:
**Energy**: -3649.3785 a.u.
**Gap between HOMO and LUMO**: 5.39 eV
**HOMO level**: -0.154 Ha
**Net charge**: -1


Entry 2:
# C3H5NO2

A 2-piece molecular cluster, C3H5NO2 overall (ωB97M-V/def2-TZVPD, OMol25).

Last column: natural (NBO) charge in e.
Element x y z (Å)
N -2.2352 -1.1914 -0.9154  -0.28
C -1.5273 -0.4137 -0.4352  0.25
C -0.5526 0.4942 0.1888  -0.10
O -1.0030 1.8218 0.1010  -0.67
C 0.8304 0.3699 -0.4835  0.44
O 1.7001 1.1344 -0.1499  -0.50
H -0.4249 0.1738 1.2388  0.23
H -0.2449 2.3706 0.3591  0.49
H 0.9765 -0.4090 -1.2566  0.14
H 1.5430 -2.0170 0.8237  0.00
H 0.9379 -2.3337 0.5292  0.00

Computed properties:
**Energy**: -322.4705 a.u.
**Energy above the lowest of the compared OMol25 structures with the same formula, charge and spin**: 65.2 kcal per mole
**Gap between HOMO and LUMO**: 10.77 eV
**HOMO level**: -0.399 Ha
**Net charge**: 0
**SMILES**: N#C[C@H](O)C=O.[H][H]


Entry 3:
# C30H70N10O10

A 10-piece molecular cluster, C30H70N10O10 overall (ωB97M-V/def2-TZVPD, OMol25).

Last column: Löwdin charge in e.
Element x y z (Å)
C -24.9329 6.3457 8.7421  -0.05
N -23.7531 5.5052 9.0646  0.01
C -23.8163 4.3015 9.6236  -0.58
C -22.5114 3.5462 9.8442  -0.01
O -24.8501 3.6812 9.8609  0.01
H -24.6722 7.3459 8.3961  0.08
H -25.4891 6.4846 9.6692  0.08
H -25.6080 5.8717 8.0297  0.08
H -22.8258 5.8638 8.8865  0.13
H -22.6084 2.9217 10.7322  0.08
H -21.6444 4.1896 9.9940  0.07
H -22.3725 2.8949 8.9813  0.08
C -19.5741 -2.6655 14.3060  -0.07
N -20.2460 -3.5919 13.4115  0.01
C -20.5233 -3.3364 12.1391  -0.54
C -21.1399 -4.4662 11.3618  -0.01
O -20.3695 -2.2050 11.6027  -0.01
H -20.0916 -1.7183 14.4582  0.09
H -18.5857 -2.4553 13.8974  0.08
H -19.3535 -3.0157 15.3144  0.08
H -20.3030 -4.5385 13.7593  0.14
H -22.1445 -4.6935 11.7184  0.08
H -20.5632 -5.3910 11.3470  0.08
H -21.2984 -4.2011 10.3165  0.08
C -15.4580 -1.0191 20.8463  -0.08
N -14.7338 -1.8195 21.8041  -0.01
C -14.5923 -1.5315 23.1196  -0.54
C -13.5864 -2.4176 23.8614  0.00
O -15.1018 -0.5445 23.6462  0.03
H -16.5018 -1.3313 20.8125  0.08
H -15.0380 -1.0437 19.8408  0.08
H -15.4841 0.0145 21.1913  0.08
H -14.4122 -2.6822 21.3889  0.13
H -13.1206 -3.1001 23.1506  0.07
H -14.2061 -3.0377 24.5091  0.08
H -12.8427 -1.9412 24.5002  0.08
C -25.7524 -1.3743 7.6307  -0.05
N -26.8550 -0.4072 7.5139  0.00
C -27.9238 -0.6095 6.7541  -0.61
C -28.8435 0.6045 6.7144  -0.01
O -28.1021 -1.5949 6.1132  0.07
H -24.9022 -0.7769 7.3016  0.08
H -25.7885 -2.2654 7.0040  0.08
H -25.6782 -1.7335 8.6572  0.08
H -26.6862 0.4500 8.0206  0.13
H -28.5902 1.2856 5.9020  0.08
H -28.6919 1.2996 7.5402  0.07
H -29.8944 0.3347 6.6093  0.08
C -15.6162 -6.2089 16.2498  -0.06
N -14.9962 -5.9614 17.5935  0.03
C -13.7076 -5.9900 17.8753  -0.56
C -12.7219 -6.5628 16.8863  0.00
O -13.2925 -5.6262 18.9985  -0.01
H -15.2753 -5.6085 15.4064  0.08
H -16.6813 -6.0046 16.3588  0.08
H -15.4918 -7.2627 16.0005  0.08
H -15.6348 -5.5650 18.2682  0.14
H -12.2488 -7.4692 17.2641  0.09
H -11.9298 -5.8454 16.6718  0.09
H -13.2302 -6.9474 16.0021  0.06
C -21.7121 -9.4412 7.4606  -0.06
N -22.3972 -8.8785 6.3022  0.00
C -23.5644 -8.2087 6.4235  -0.56
C -24.2699 -7.6920 5.1566  -0.01
O -24.0492 -7.9108 7.4897  0.03
H -22.4443 -9.6068 8.2509  0.08
H -20.9716 -8.7044 7.7719  0.08
H -21.1979 -10.3567 7.1681  0.08
H -22.0932 -9.0373 5.3522  0.13
H -25.0390 -6.9608 5.4055  0.08
H -24.8179 -8.4380 4.5811  0.07
H -23.5982 -7.2035 4.4508  0.07
C -19.7518 -10.5509 13.7772  -0.06
N -21.1910 -10.5569 14.0235  0.01
C -21.9168 -9.4846 14.3519  -0.56
C -23.4052 -9.6292 14.5741  0.00
O -21.3860 -8.3716 14.4498  0.00
H -19.2714 -11.0939 14.5911  0.08
H -19.3363 -9.5481 13.6785  0.08
H -19.4662 -11.0530 12.8528  0.08
H -21.7235 -11.3982 13.8537  0.13
H -23.5872 -9.3751 15.6184  0.09
H -23.7466 -10.6601 14.4803  0.07
H -23.9846 -9.0526 13.8531  0.09
C -28.7412 -9.3372 10.1249  -0.05
N -27.9335 -8.1024 10.2499  0.01
C -28.3269 -7.1051 10.9944  -0.57
C -27.6437 -5.7678 10.8673  -0.01
O -29.3304 -7.1690 11.7531  -0.01
H -28.3197 -10.0659 10.8173  0.08
H -28.6323 -9.6102 9.0752  0.08
H -29.8156 -9.2497 10.2867  0.08
H -27.1312 -8.0073 9.6437  0.14
H -28.4224 -5.0419 11.1013  0.08
H -27.3022 -5.6040 9.8452  0.07
H -26.8474 -5.6240 11.5976  0.08
C -15.7259 -1.8620 8.9249  -0.08
N -16.9767 -1.9135 8.2648  -0.01
C -17.1634 -2.1499 6.9815  -0.52
C -18.6092 -2.1008 6.4230  0.00
O -16.1672 -2.3152 6.2137  -0.02
H -15.8240 -1.7720 10.0068  0.09
H -15.1948 -0.9601 8.6206  0.09
H -15.1115 -2.7159 8.6394  0.09
H -17.7895 -1.6690 8.8122  0.14
H -19.3553 -2.4624 7.1307  0.07
H -18.6167 -2.8203 5.6042  0.07
H -18.8110 -1.1621 5.9072  0.08
C -25.9033 -0.0748 13.5046  -0.06
N -27.1975 0.4935 13.2105  -0.01
C -28.4037 0.2252 13.7244  -0.53
C -29.5169 1.0578 13.0937  -0.01
O -28.6033 -0.6492 14.6002  0.01
H -25.4370 -0.3754 12.5664  0.08
H -26.1096 -1.0093 14.0266  0.08
H -25.2513 0.5477 14.1175  0.08
H -27.2033 1.1653 12.4563  0.13
H -30.5137 0.6837 13.3273  0.08
H -29.3926 1.2077 12.0212  0.07
H -29.4719 2.0469 13.5495  0.08

Computed properties:
**Energy**: -2485.1104 a.u.
**Energy above the lowest of the compared OMol25 structures with the same formula, charge and spin**: 101.5 kcal per mole
**Gap between HOMO and LUMO**: 9.00 eV
**HOMO level**: -0.333 Ha
**Net charge**: 0
**SMILES**: CNC(C)=O.CNC(C)=O.CNC(C)=O.CNC(C)=O.CNC(C)=O.CNC(C)=O.CNC(C)=O.CNC(C)=O.CNC(C)=O.CNC(C)=O


Which value of energy does entry 3 give? -2485.1104 a.u.


Which formula does entry 1 have? C22H13Cl2N4O2ReS3Sb


Which of these has the highest energy? C3H5NO2